# 1
Below is C15H13AgN2O2Se as an isolated structure at a distorted geometry, with properties calculated with wB97M-V/def2-TZVPD.

Each line ends with the Mulliken charge.
CARTESIAN COORDINATES (ANGSTROEM)
Ag1 0.81 0.26 -2.76  0.100
Se1 1.68 0.66 -4.98  -0.185
O1 0.70 -0.06 -0.57  -0.653
O2 -2.78 1.30 1.16  -0.459
N1 -0.73 1.58 -6.41  -0.460
N2 -0.47 0.36 2.13  -0.036
C1 -1.49 -2.49 0.00  -0.936
C2 0.84 0.52 2.28  -0.408
C3 3.23 0.38 1.99  -0.822
C4 4.35 0.12 1.27  -0.616
C5 -2.68 -2.00 -0.50  -0.807
C6 3.01 -0.53 -0.62  -0.947
C7 4.23 -0.38 -0.05  -0.616
C8 1.91 0.21 1.45  0.927
C9 -3.15 -0.74 -0.14  -0.501
C10 -0.74 -1.70 0.86  0.095
C11 -1.19 -0.43 1.22  -0.096
C12 0.19 1.22 -5.81  0.200
C13 -2.41 0.06 0.73  1.024
C14 -3.69 2.07 0.40  -0.799
C15 1.80 -0.15 0.05  1.346
H1 3.30 0.73 3.01  0.310
H2 -1.14 -3.46 -0.28  0.411
H3 0.19 -2.06 1.26  0.529
H4 -3.22 2.43 -0.51  0.349
H5 5.33 0.26 1.69  0.387
H6 -4.08 -0.39 -0.55  0.215
H7 -3.26 -2.59 -1.19  0.385
H8 -4.60 1.52 0.16  0.319
H9 5.12 -0.61 -0.61  0.396
H10 -1.08 0.91 2.73  0.318
H11 -3.97 2.92 1.03  0.243
H12 1.10 1.00 3.22  0.354
H13 2.91 -0.90 -1.64  0.431

Values from the calculation:
E_HOMO	-7.8	eV
orbital gap	0.242	Ha



# 2
Below is a 7-piece molecular cluster, C46H82N2O23 overall, with properties calculated with wB97M-V/def2-TZVPD.

Each line ends with the Mulliken charge.
CARTESIAN COORDINATES (ANGSTROEM)
O1 2.37 0.40 -5.26  -0.506
O2 -1.12 -6.75 -3.05  -0.266
O3 -4.84 7.54 9.56  -0.548
O4 7.46 -9.77 1.76  -0.335
O5 7.38 -0.42 -1.21  -0.286
O6 -9.36 9.25 3.81  -0.339
O7 0.39 -6.49 -4.71  -0.580
O8 -3.35 6.29 10.70  -0.319
O9 -2.67 7.36 8.96  -0.313
O10 7.51 -9.01 -0.26  -0.336
O11 2.48 -2.88 -3.60  -0.522
O12 3.25 -1.65 -5.34  -0.322
O13 5.68 -8.61 1.00  -0.555
O14 -1.09 6.81 -4.62  -0.567
O15 0.95 -6.49 -2.52  -0.206
O16 -8.08 9.64 5.51  -0.334
O17 5.12 -5.10 -3.18  -0.646
O18 -7.74 7.75 4.31  -0.545
O19 -3.17 5.94 -4.78  -0.322
O20 -1.50 4.60 -4.51  -0.308
O21 -2.85 7.65 0.88  -0.563
O22 -4.73 6.89 -0.13  -0.301
O23 -3.15 7.69 -1.36  -0.260
N1 5.62 -4.67 -0.97  -0.089
N2 -4.76 0.66 -0.44  0.345
C1 -2.14 -6.85 -4.05  -0.746
C2 4.78 -3.10 0.86  -1.360
C3 -3.69 7.27 -4.92  -0.482
C4 2.32 -6.28 -2.89  -0.487
C5 0.33 -4.12 0.18  0.158
C6 0.86 -1.38 -5.80  -0.811
C7 -4.31 -3.77 0.06  -0.668
C8 -2.82 -3.81 -0.31  -0.382
C9 2.39 -3.67 1.62  -1.028
C10 1.24 -4.64 1.29  -0.885
C11 -5.18 -3.09 -1.01  -1.164
C12 6.11 -0.93 -0.90  -1.443
C13 4.95 -2.85 -2.26  0.898
C14 6.86 -8.33 -1.34  -0.324
C15 6.78 -9.92 3.01  -0.618
C16 -6.99 9.26 6.35  -0.620
C17 7.74 0.72 -0.45  -0.593
C18 -1.84 8.28 -1.48  -0.666
C19 8.92 1.40 -1.11  -0.490
C20 -5.42 -0.64 -0.45  -0.637
C21 -4.67 1.48 0.65  -0.396
C22 5.22 -4.34 -2.25  -0.330
C23 -3.51 7.44 -0.10  0.741
C24 -0.68 -5.19 -0.33  -0.094
C25 6.06 -2.40 -1.30  -0.360
C26 -8.33 8.78 4.52  0.802
C27 -4.73 -1.66 -1.34  -0.488
C28 5.88 -3.46 -0.17  0.072
C29 3.77 -4.21 1.19  0.247
C30 6.77 -9.09 0.84  0.820
C31 -5.21 6.48 1.15  -0.515
C32 3.38 -2.31 -4.13  0.612
C33 4.79 -2.19 -3.61  -1.100
C34 -2.08 -5.02 0.26  -1.120
C35 0.11 -6.57 -3.54  0.776
C36 -3.96 2.60 0.29  -0.738
C37 -1.85 5.88 -4.63  0.888
C38 -3.73 7.11 9.72  0.809
C39 2.17 -0.76 -5.43  0.695
C40 -9.74 8.41 2.71  -0.578
C41 -0.10 4.38 -4.34  -0.668
C42 10.17 0.49 -1.21  -1.023
C43 -3.60 2.45 -1.07  -0.610
C44 -4.10 1.24 -1.49  -0.465
C45 -2.94 8.23 7.86  -0.619
C46 -4.39 5.93 11.61  -0.621
H1 3.58 -4.84 0.32  -0.443
H2 9.16 2.29 -0.53  0.374
H3 -1.09 7.61 -1.08  0.293
H4 0.86 -1.57 -6.88  0.289
H5 10.39 0.23 -2.24  0.256
H6 -3.29 9.20 8.21  0.289
H7 4.23 -2.22 0.52  0.475
H8 0.65 -4.84 2.18  0.322
H9 -6.89 10.04 7.10  0.265
H10 -4.67 -4.79 0.19  0.490
H11 0.94 -3.77 -0.66  -0.237
H12 -1.68 8.41 -2.55  0.192
H13 -3.07 -6.99 -3.51  0.219
H14 2.70 -7.11 -3.49  0.349
H15 -5.44 -0.99 0.58  0.372
H16 -3.03 3.13 -1.69  0.655
H17 -3.65 -1.56 -1.22  0.472
H18 7.57 -8.32 -2.16  0.262
H19 -3.46 7.86 -4.04  0.128
H20 -4.79 6.81 12.10  0.292
H21 -3.94 5.27 12.34  0.214
H22 11.06 0.99 -0.81  0.333
H23 -2.69 -3.78 -1.39  0.369
H24 6.85 -3.57 0.32  0.646
H25 -5.17 -3.69 -1.92  0.449
H26 7.45 -10.49 3.64  0.212
H27 0.26 4.87 -3.43  0.290
H28 -4.76 7.16 -5.02  0.229
H29 -5.11 1.22 1.60  0.364
H30 -2.35 -2.90 0.09  0.330
H31 -0.30 -6.18 -0.06  0.531
H32 1.65 -5.61 0.96  0.429
H33 0.07 -0.67 -5.57  0.297
H34 5.85 -10.46 2.88  0.290
H35 -1.95 -7.70 -4.71  0.316
H36 6.63 -7.30 -1.06  0.008
H37 -10.05 7.43 3.06  0.290
H38 5.90 -0.80 0.17  0.537
H39 0.02 3.30 -4.25  0.216
H40 -4.96 -1.44 -2.39  0.393
H41 2.38 -3.42 2.68  0.429
H42 -3.28 7.75 -5.81  0.305
H43 -7.19 8.31 6.84  0.313
H44 10.01 -0.45 -0.68  0.278
H45 5.43 -2.68 -4.35  0.353
H46 4.16 -4.83 2.00  0.453
H47 -2.66 -5.92 0.07  0.475
H48 5.28 -2.80 1.79  0.498
H49 -6.07 9.18 5.77  0.277
H50 4.02 -2.79 -1.68  0.004
H51 7.03 -2.63 -1.74  0.591
H52 -6.20 6.06 0.98  0.216
H53 -2.00 8.35 7.33  0.246
H54 5.96 -8.85 -1.64  0.293
H55 -4.45 -3.25 1.01  0.258
H56 5.33 -0.36 -1.43  0.480
H57 2.43 -5.35 -3.44  0.163
H58 -0.24 -3.27 0.56  0.298
H59 0.45 4.75 -5.20  0.321
H60 6.58 -8.95 3.46  0.293
H61 -10.57 8.92 2.24  0.217
H62 5.06 -1.13 -3.59  0.370
H63 2.21 -2.73 1.07  0.455
H64 -6.21 -3.06 -0.65  0.390
H65 -5.29 7.32 1.84  0.298
H66 -6.46 -0.50 -0.77  0.125
H67 -4.02 0.79 -2.47  0.362
H68 -3.68 7.80 7.19  0.272
H69 -3.70 3.45 0.91  0.452
H70 -8.92 8.31 2.01  0.254
H71 -1.99 -4.93 1.35  0.152
H72 -4.56 5.72 1.58  0.198
H73 8.62 1.72 -2.11  0.289
H74 6.90 1.41 -0.38  0.392
H75 2.87 -6.23 -1.96  0.075
H76 0.70 -2.31 -5.28  0.227
H77 -2.19 -5.94 -4.65  0.323
H78 5.12 -5.44 -0.55  0.483
H79 -1.80 9.24 -0.97  0.341
H80 -0.74 -5.17 -1.42  -0.283
H81 -5.19 5.41 11.09  0.296
H82 8.00 0.40 0.57  0.340

Values from the calculation:
energy relative to the best compared isomer or geometry (same formula, charge and spin)	0.0	kJ/mol
E_HOMO	-8.1	eV
orbital gap	0.313	Ha
structure (SMILES)	CCCOC[C@H]1[C@@H](CCCCCCCCCCCCn2cccc2)NC(=O)[C@@H]1CC(=O)OC(C)=O.COC(=O)OC.COC(=O)OC.COC(=O)OC.COC(=O)OC.COC(=O)OC.COC(=O)OC



# 3
Below is C12H21F3MgNO6Ti as an isolated structure at a distorted geometry, with properties calculated with wB97M-V/def2-TZVPD.

Each line ends with the Mulliken charge.
CARTESIAN COORDINATES (ANGSTROEM)
Ti1 -2.37 0.93 2.72  0.968
Mg1 -0.20 -0.91 3.90  0.746
F1 -1.15 -5.89 -3.65  -0.237
F2 -1.60 -5.05 -1.71  -0.265
F3 0.14 -4.37 -2.81  -0.237
O1 0.73 3.44 2.60  -0.306
O2 -1.36 -2.61 -3.92  -0.297
O3 -1.51 3.06 2.64  -0.823
O4 -0.45 -0.10 2.17  -0.274
O5 -0.45 4.19 1.02  -0.292
O6 -3.20 -3.89 -3.75  -0.495
N1 5.29 0.40 -0.78  -0.363
C1 1.47 0.41 0.72  -1.092
C2 0.06 -0.12 0.82  1.269
C3 -2.93 -1.06 -2.88  -0.794
C4 -2.10 -1.40 -4.09  -0.273
C5 -1.12 -4.77 -2.95  0.868
C6 -0.09 -1.50 0.17  -1.549
C7 0.93 2.77 3.83  -0.503
C8 5.19 -0.37 1.70  -0.685
C9 5.25 0.07 0.31  0.366
C10 -2.03 -3.70 -3.60  0.390
C11 -1.70 4.59 0.43  -0.661
C12 -0.48 3.51 2.11  1.251
H1 4.22 -0.81 1.95  0.121
H2 0.47 -2.24 0.75  0.370
H3 -1.49 5.22 -0.43  0.266
H4 0.16 3.00 4.57  0.338
H5 -2.31 5.11 1.16  0.331
H6 5.91 -1.19 1.82  0.312
H7 2.09 -0.11 1.46  -0.044
H8 -3.76 -1.75 -2.74  0.382
H9 -2.25 3.72 0.04  0.270
H10 -0.58 0.56 0.23  -0.022
H11 -2.32 -0.99 -1.97  -0.091
H12 1.52 1.48 0.97  0.170
H13 1.84 3.17 4.29  0.311
H14 5.50 0.41 2.39  0.264
H15 -3.34 -0.04 -2.89  0.416
H16 1.81 0.39 -0.31  0.515
H17 -1.14 -1.77 0.10  0.339
H18 -2.69 -1.39 -5.00  0.316
H19 -1.35 -0.62 -4.25  0.324
H20 1.09 1.70 3.67  0.008
H21 0.31 -1.50 -0.84  0.392

Values from the calculation:
charge	+2
expectation value of S²	3.752
E_HOMO (spin up / spin down)	-14.9 / -14.9	eV
orbital gap (spin up / spin down)	0.210 / 0.198	Ha
2S+1	4



Values of calculated total energy, in order: -3387.7508, -3642.0568, -2324.5369, all in hartree.